#i
DFT (wB97M-V/def2-TZVPD) results for a 32-piece molecular cluster, H64O32 overall.

Geometry as XYZ:
```
96
H64O32 (wB97M-V/def2-TZVPD)
O 4.031 0.652 -1.320
H 4.429 -0.152 -0.891
H 3.245 0.318 -1.857
O 2.988 1.579 1.336
H 2.994 2.512 1.310
H 3.269 1.199 0.437
O -2.175 0.571 3.472
H -3.112 0.472 3.384
H -1.948 0.041 4.302
O -0.065 -2.572 8.337
H 0.413 -1.746 8.422
H -0.740 -2.422 9.004
O 1.188 -0.685 -6.653
H 1.970 -0.209 -6.985
H 0.803 -0.156 -5.899
O -0.086 1.913 2.345
H 0.387 1.647 1.520
H -0.729 1.202 2.386
O -1.458 -2.414 -1.068
H -1.684 -2.036 -1.919
H -0.933 -3.135 -1.413
O -1.073 -2.923 -6.020
H -1.201 -2.336 -6.743
H -0.193 -2.915 -5.686
O -1.995 3.852 1.500
H -1.351 3.150 1.867
H -2.555 3.876 2.284
O 1.290 2.966 -3.937
H 1.428 3.315 -3.034
H 1.414 3.646 -4.549
O -3.963 -2.567 -0.250
H -3.064 -2.816 -0.513
H -4.586 -2.723 -0.920
O -1.870 -1.109 -3.767
H -1.656 -1.745 -4.410
H -2.716 -0.668 -3.993
O -1.775 -1.154 5.612
H -1.114 -1.543 6.249
H -2.170 -1.853 5.113
O 2.071 3.294 -1.458
H 2.864 2.983 -1.747
H 1.459 2.593 -1.139
O -3.328 -0.200 1.432
H -3.709 -0.694 0.646
H -2.434 -0.435 1.476
O -0.465 -1.127 1.548
H -0.225 -1.735 0.819
H 0.432 -0.966 2.002
O 2.207 -3.170 1.655
H 1.379 -3.687 1.793
H 2.400 -2.466 2.296
O 0.649 0.623 5.129
H 0.489 1.534 4.658
H -0.258 0.238 5.013
O 2.918 4.479 1.122
H 2.185 5.068 1.470
H 2.756 4.462 0.193
O 0.212 0.658 -4.417
H -0.614 0.306 -4.112
H 0.383 1.571 -4.147
O -4.136 1.270 -3.224
H -3.861 1.540 -2.321
H -4.140 2.069 -3.805
O -2.755 1.852 -0.620
H -2.814 2.591 0.025
H -2.985 1.087 -0.012
O -2.872 3.294 4.348
H -2.414 3.708 5.071
H -2.627 2.352 4.244
O 0.109 1.549 -0.295
H -0.147 0.695 -0.717
H -0.755 2.008 -0.296
O 1.956 -0.693 2.854
H 2.496 0.042 2.474
H 1.578 -0.286 3.635
O 2.070 -2.777 -1.210
H 1.652 -3.647 -1.369
H 2.251 -2.689 -0.236
O 0.285 5.661 2.274
H -0.181 6.531 2.125
H -0.296 4.971 1.873
O 5.401 -1.715 -0.320
H 6.303 -2.090 -0.252
H 4.883 -2.488 -0.607
O 1.372 -0.276 -2.081
H 1.106 -0.244 -3.034
H 1.461 -1.216 -1.898
O 1.814 -3.094 -5.250
H 2.414 -3.651 -5.825
H 1.756 -2.188 -5.731
O 0.423 -4.382 -3.181
H 1.117 -4.091 -3.693
H 0.294 -5.293 -3.402
O -2.492 -2.348 3.374
H -3.386 -2.491 3.018
H -1.891 -1.924 2.777
```

* Kohn-Sham gap: 10.30 eV
* LUMO: -0.015 eV

Atom-resolved charges from Mulliken, all expressed in e: -0.67 0.33 0.38 -0.59 0.26 0.37 -0.64 0.34 0.21 -0.65 0.33 0.33 -0.70 0.30 0.47 -0.33 0.39 0.10 -0.63 0.32 0.25 -0.70 0.32 0.36 -0.81 0.44 0.39 -0.61 0.43 0.21 -0.60 0.45 0.24 -0.71 0.33 0.25 -0.73 0.31 0.36 -0.72 0.36 0.48 -0.74 0.27 0.20 0.07 0.05 0.17 -0.64 0.29 0.31 -0.83 0.37 0.36 -0.70 0.32 0.31 -0.84 0.39 0.42 -0.63 0.38 0.29 -0.88 0.31 0.39 -0.66 0.29 0.42 -0.30 0.00 0.24 -0.65 0.26 0.36 -0.61 0.26 0.27 -0.67 0.28 0.42 -0.63 0.29 0.30 -0.40 0.31 0.32 -0.68 0.28 0.38 -0.51 0.29 0.26 -0.67 0.29 0.41

---

#ii
DFT (wB97M-V/def2-TZVPD) results for a 32-piece molecular cluster, H64O32 overall.

Geometry as XYZ:
```
96
H64O32 (wB97M-V/def2-TZVPD)
O -0.235 -0.693 -0.254
H -0.448 -0.497 0.658
H 0.520 -0.138 -0.449
O 2.167 -2.581 4.695
H 2.819 -2.464 5.385
H 2.611 -2.299 3.895
O 3.260 0.616 0.648
H 3.792 0.132 0.016
H 2.635 1.104 0.111
O -3.700 3.163 1.432
H -4.015 2.329 1.781
H -3.122 2.918 0.709
O -3.018 -0.900 4.709
H -2.682 -1.521 5.355
H -2.758 -0.042 5.044
O 1.386 1.470 -1.284
H 2.090 1.590 -1.922
H 0.583 1.507 -1.804
O -2.069 1.770 4.758
H -1.359 2.339 4.460
H -1.963 1.733 5.709
O -4.254 1.005 2.860
H -3.543 0.405 3.084
H -4.939 0.815 3.501
O 5.216 2.098 2.209
H 4.570 1.639 1.672
H 6.060 1.757 1.913
O -0.590 1.760 1.487
H -1.119 1.124 1.969
H -0.279 2.369 2.156
O -0.220 4.049 -3.238
H 0.691 3.882 -3.481
H -0.634 3.186 -3.255
O -1.111 1.577 -4.025
H -1.578 0.984 -3.436
H -0.388 1.052 -4.370
O 3.177 1.117 -3.356
H 3.946 1.652 -3.553
H 3.054 0.578 -4.138
O -2.121 -3.890 1.083
H -2.990 -3.911 0.681
H -1.595 -3.355 0.489
O 0.297 3.350 3.367
H 0.824 2.597 3.634
H 0.822 4.111 3.618
O 3.674 -3.797 -0.180
H 2.981 -3.577 -0.803
H 3.480 -3.268 0.593
O 0.219 -1.165 -3.912
H 0.518 -1.378 -3.028
H 0.811 -1.650 -4.488
O -2.891 -1.022 -4.959
H -2.897 -0.541 -4.132
H -3.685 -0.735 -5.410
O 4.716 -1.098 -1.046
H 5.615 -1.001 -1.362
H 4.615 -2.037 -0.893
O -1.826 -3.902 3.843
H -1.146 -4.498 4.159
H -1.695 -3.869 2.896
O 3.015 -1.824 1.840
H 3.058 -0.968 1.414
H 3.772 -1.839 2.426
O -2.608 -0.082 -1.894
H -3.380 -0.601 -1.670
H -1.869 -0.602 -1.579
O -4.945 -1.231 -0.919
H -5.283 -1.124 -0.030
H -5.508 -0.677 -1.459
O -1.454 -3.659 -1.616
H -1.341 -4.609 -1.602
H -1.563 -3.443 -2.542
O 1.308 -2.667 -1.546
H 0.638 -2.196 -1.051
H 0.890 -3.492 -1.792
O -4.397 -3.829 -0.765
H -3.607 -3.776 -1.302
H -4.705 -2.925 -0.699
O 1.526 3.637 0.626
H 1.031 2.846 0.412
H 2.012 3.839 -0.174
O -1.925 2.385 -0.730
H -1.481 2.159 0.087
H -2.377 1.581 -0.988
O 3.738 4.100 -1.368
H 4.229 4.531 -2.067
H 3.970 3.175 -1.448
O 4.733 -2.090 -3.559
H 5.046 -1.464 -4.213
H 4.122 -1.587 -3.020
O -1.278 -1.288 2.463
H -1.911 -1.506 3.147
H -0.495 -1.790 2.691
O -1.773 5.283 -1.246
H -2.103 5.365 -0.351
H -1.367 4.417 -1.274
```

* Kohn-Sham gap: 8.57 eV
* LUMO: -0.761 eV

Atom-resolved charges from Mulliken, all expressed in e: 0.70 -0.17 -0.14 -0.60 0.28 0.28 -0.78 0.48 0.15 -0.69 0.37 0.42 -0.63 0.30 0.34 1.08 -0.28 -0.22 -0.57 0.27 0.28 -0.59 0.28 0.28 -0.65 0.44 0.29 -0.16 0.00 0.05 -0.60 0.23 0.37 -0.68 0.24 0.26 -0.54 0.22 0.25 -0.63 0.34 0.24 -0.65 0.31 0.25 -0.74 0.35 0.40 -0.52 0.27 0.22 -0.60 0.36 0.27 -0.59 0.27 0.33 -0.56 0.34 0.32 -0.61 0.42 0.35 -0.79 0.29 0.15 -0.72 0.33 0.27 -0.52 0.27 0.28 -0.63 0.26 0.26 -0.76 0.29 0.47 -0.63 0.12 0.29 -0.43 0.31 0.36 -0.61 0.29 0.22 -0.62 0.30 0.34 -0.47 0.26 0.17 -0.68 0.31 0.33

---

Most stable one: #i, least stable one: #ii.

---

#i
DFT (wB97M-V/def2-TZVPD) results for a 10-piece molecular cluster, C4H26O11 overall.

Geometry as XYZ:
```
41
C4H26O11 (wB97M-V/def2-TZVPD)
O -0.115 2.048 0.516
C -0.217 1.053 1.165
C 1.063 0.346 1.530
C 2.403 0.786 0.835
C 3.579 -0.062 1.478
O 3.221 -1.377 1.726
H -1.146 0.665 1.579
H 1.332 0.241 2.651
H 0.877 -0.792 1.362
H 2.365 0.633 -0.213
H 2.622 1.862 1.038
H 3.848 0.319 2.572
H 4.517 -0.059 0.829
H 3.160 -1.855 0.848
O -0.298 3.994 2.318
H -0.984 3.637 1.909
H 0.487 3.518 1.855
O -1.871 -3.613 -0.492
H -2.540 -3.283 -1.074
H -1.058 -3.587 -0.904
O -1.976 -1.817 2.030
H -1.892 -2.220 1.073
H -1.981 -2.504 2.683
O -0.139 -0.238 -3.901
H -0.933 0.205 -3.743
H 0.148 0.151 -4.757
O -2.381 0.784 -2.863
H -3.099 1.319 -3.209
H -1.819 1.435 -2.387
O 0.752 1.750 4.325
H 0.113 2.492 4.403
H 1.663 2.031 4.006
O -1.613 3.558 -1.596
H -2.501 3.960 -1.410
H -1.264 3.066 -0.874
O -2.526 -2.180 -3.022
H -2.015 -1.424 -3.099
H -1.902 -2.768 -3.635
O 0.309 -4.018 -2.031
H 1.044 -3.452 -2.187
H 0.768 -4.602 -1.336
```

* Kohn-Sham gap: 10.30 eV
* LUMO: -0.078 eV
* SMILES string: O=CCCCO.O.O.O.O.O.O.O.O.O

Atom-resolved charges from natural (NBO), all expressed in e: -0.62 0.47 -0.56 -0.43 -0.05 -0.72 0.16 0.28 0.25 0.21 0.21 0.17 0.17 0.46 -0.93 0.46 0.48 -0.98 0.50 0.48 -1.00 0.51 0.47 -0.97 0.48 0.47 -0.97 0.49 0.50 -0.97 0.50 0.48 -0.98 0.48 0.50 -0.95 0.48 0.47 -0.93 0.47 0.48

---

#ii
DFT (wB97M-V/def2-TZVPD) results for a 9-piece molecular cluster, C4H26O11 overall.

Geometry as XYZ:
```
41
C4H26O11 (wB97M-V/def2-TZVPD)
O -1.161 -0.765 -0.814
C 0.151 -1.042 -0.356
C 1.054 0.141 -0.603
O 2.298 -0.086 0.052
H -1.068 -0.356 -1.700
H 0.192 -1.279 0.704
H 0.565 -1.927 -0.845
H 0.561 1.067 -0.279
H 1.284 0.277 -1.669
H 2.837 0.688 -0.128
O -5.426 0.236 1.366
C -4.631 1.328 1.732
C -3.230 1.171 1.250
O -3.290 0.940 -0.139
H -5.295 0.156 0.409
H -5.027 2.306 1.420
H -4.645 1.412 2.824
H -2.696 0.357 1.751
H -2.670 2.099 1.443
H -2.553 0.352 -0.370
O 3.607 -2.105 1.599
H 3.001 -1.566 1.065
H 4.409 -1.570 1.642
O -1.101 0.194 -3.452
H -1.968 0.546 -3.692
H -1.100 -0.717 -3.776
O 4.009 2.328 -0.237
H 3.729 2.181 -1.148
H 3.850 3.266 -0.078
O 0.910 2.768 -2.596
H 0.530 1.979 -3.007
H 1.678 2.981 -3.136
O 5.308 0.694 1.791
H 6.126 1.070 2.129
H 4.981 1.331 1.134
O 0.732 -3.782 0.910
H -0.229 -3.808 1.079
H 1.136 -3.440 1.716
O -2.039 -3.440 0.623
H -2.822 -3.417 1.183
H -1.995 -2.568 0.204
```

* Kohn-Sham gap: 9.83 eV
* LUMO: -0.264 eV
* SMILES string: OCCO.OCCO.O.O.O.O.O.O.O

Atom-resolved charges from natural (NBO), all expressed in e: -0.78 -0.10 -0.08 -0.74 0.50 0.20 0.19 0.17 0.14 0.49 -0.71 -0.08 -0.09 -0.77 0.48 0.16 0.18 0.16 0.16 0.50 -0.98 0.49 0.48 -0.96 0.50 0.49 -0.96 0.49 0.49 -0.95 0.48 0.46 -0.96 0.47 0.49 -0.97 0.49 0.47 -0.96 0.48 0.49

---

Most stable one: #ii, least stable one: #i.

---

#i
DFT (wB97M-V/def2-TZVPD) results for a 2-piece molecular cluster, CH2Cl2S2 overall.

Geometry as XYZ:
```
7
CH2Cl2S2 (wB97M-V/def2-TZVPD)
C -0.108 -0.730 -0.442
S 0.935 1.781 0.506
S -1.500 -1.098 0.529
Cl -0.584 -0.176 -1.987
Cl 1.337 -1.603 -0.360
H 0.770 3.020 -0.064
H -0.851 -1.194 1.818
```

* Kohn-Sham gap (spin up / spin down): 5.88 / 5.87 eV
* LUMO (spin up / spin down): -2.274 / -2.275 eV

Atom-resolved charges from natural (NBO), all expressed in e: -0.28 -0.49 0.18 0.12 0.16 0.13 0.18

---

#ii
DFT (wB97M-V/def2-TZVPD) results for a 2-piece molecular cluster, CH2Cl2S2 overall.

Geometry as XYZ:
```
7
CH2Cl2S2 (wB97M-V/def2-TZVPD)
C 0.263 -0.436 -0.074
S -1.296 -0.464 0.693
S 0.320 -0.079 -1.774
Cl 0.538 2.189 0.365
Cl 1.517 -1.368 0.562
H -0.888 -0.843 1.910
H -0.454 1.001 -1.682
```

* Kohn-Sham gap: 6.90 eV
* LUMO: -2.001 eV

Atom-resolved charges from natural (NBO), all expressed in e: -0.31 0.25 0.19 -0.64 0.17 0.14 0.19

---

Most stable one: #ii, least stable one: #i.